[1]
C6H18O3RbS3 | ωB97M-V/def2-TZVPD

Last column: natural (NBO) charge in e.
Cartesian coordinates (Å):
Rb1 18.3994 -0.7520 -31.2480  0.975
C1 16.3101 3.2653 -30.7552  -0.845
S1 16.0251 2.4529 -32.3129  1.286
O1 16.9498 1.2885 -32.3940  -1.049
C2 14.4160 1.7699 -31.9085  -0.827
H1 17.3135 3.6928 -30.7579  0.249
H2 16.2268 2.5896 -29.9042  0.229
H3 15.6369 4.1199 -30.6785  0.247
H4 14.5656 0.9239 -31.2381  0.227
H5 13.9782 1.3890 -32.8300  0.246
H6 13.7873 2.5507 -31.4864  0.243
C3 19.7791 -4.7555 -28.1738  -0.813
S2 20.0797 -3.5775 -29.4943  1.250
O2 18.8251 -2.7513 -29.5712  -1.050
C4 19.9847 -4.7723 -30.8130  -0.830
H7 18.8285 -5.2240 -28.4252  0.234
H8 19.6844 -4.2013 -27.2446  0.253
H9 20.5857 -5.4847 -28.1357  0.243
H10 19.8719 -4.3155 -31.7903  0.246
H11 19.1410 -5.4360 -30.6178  0.233
H12 20.8855 -5.3849 -30.7351  0.244
C5 15.3470 -4.5268 -33.1255  -0.819
S3 15.1967 -2.7482 -32.9206  1.277
O3 16.5269 -2.2985 -32.4127  -1.056
C6 14.1445 -2.8046 -31.4875  -0.837
H13 14.4102 -4.9176 -33.5228  0.242
H14 15.5828 -4.9788 -32.1642  0.232
H15 16.1353 -4.6776 -33.8591  0.248
H16 14.0182 -1.8008 -31.0836  0.238
H17 14.6295 -3.4044 -30.7168  0.237
H18 13.1519 -3.1782 -31.7370  0.246

Its total charge is +1. The calculation puts the calculated total energy at -1683.5433 a.u. The spin multiplicity is 1. The value obtained for the energy relative to the best compared isomer or geometry (same formula, charge and spin) is 0.2 kcal per mole. The calculation puts the gap between HOMO and LUMO at 9.71 eV. The largest force on an atom comes out at 0.9 eV/Å.

[2]
C6H18O5 | ωB97M-V/def2-TZVPD

Last column: natural (NBO) charge in e.
Cartesian coordinates (Å):
O1 -2.5050 0.2794 -1.6357  -0.669
C1 -1.3626 0.5642 -1.2844  0.849
O2 -0.6685 1.3614 -2.1016  -0.712
C2 -0.7146 0.5216 0.0783  -0.517
C3 0.7474 0.0921 0.1136  -0.240
C4 0.9283 -1.3311 -0.3826  -0.629
C5 1.2044 0.1051 1.5834  -0.411
C6 2.7277 0.2342 1.6178  -0.626
H1 -1.0792 1.6723 -2.9237  0.503
H2 -1.5018 -0.1672 0.5510  0.263
H3 -0.9243 1.5576 0.4887  0.232
H4 1.2762 0.7833 -0.5179  0.215
H5 0.3408 -2.0099 0.3838  0.203
H6 0.2934 -1.6496 -1.2771  0.238
H7 1.9822 -1.5333 -0.3752  0.220
H8 0.7456 0.8031 2.2101  0.227
H9 0.8053 -0.7218 2.2797  0.216
H10 3.2285 1.0556 1.0902  0.209
H11 2.9326 0.5676 2.6128  0.216
H12 3.2903 -0.6449 1.4512  0.204
H13 -1.2131 -2.2691 -3.2843  0.480
H14 -2.3449 -1.1758 -2.8193  0.510
O3 -1.5872 -1.7815 -2.5100  -0.990
H15 0.4142 2.9140 0.9914  0.461
H16 -0.1808 3.9720 1.8237  0.467
O4 0.5279 3.2724 1.8880  -0.923
H17 -2.9091 -1.5877 -0.2641  0.479
H18 -1.8487 -2.5859 -0.1789  0.472
O5 -2.6052 -2.2979 0.3912  -0.947

The calculation puts the calculated total energy at -615.5623 a.u. The spin multiplicity is 1. The value obtained for the energy relative to the best compared isomer or geometry (same formula, charge and spin) is 55.0 kcal per mole. The calculation puts the gap between HOMO and LUMO at 10.76 eV. The SMILES is CC[C@@H](C)CC(=O)O.O.O.O. The largest force on an atom comes out at 3.8 eV/Å.

[3]
C6H19Br2CoN5O3 | ωB97M-V/def2-TZVPD

Last column: Löwdin spin population.
Cartesian coordinates (Å):
Co1 -1.1977 35.9581 6.7578  2.769
Br1 -0.6457 33.7569 7.5262  0.064
Br2 -3.8873 36.0249 6.8944  0.059
C1 -0.2101 40.1408 6.6790  0.001
C2 0.0087 38.7687 6.1120  0.002
C3 1.1248 37.9770 6.8241  0.001
O1 1.0496 36.5892 6.6041  0.021
C4 2.2616 35.8966 6.8709  0.002
N1 -1.2298 37.9500 5.8969  0.024
H1 -0.6637 40.2524 7.6657  0.000
H2 -0.9494 40.6907 6.0859  0.000
H3 0.7408 40.6761 6.7015  0.000
H4 0.4604 38.8533 5.1164  0.000
H5 1.1627 38.2099 7.9020  0.000
H6 2.1066 38.3644 6.5139  0.000
H7 1.9903 34.8656 6.6535  0.000
H8 2.6699 36.0349 7.8771  0.000
H9 3.0432 36.2924 6.2078  0.001
H10 -1.9680 38.4568 6.3974  0.001
H11 -1.5256 38.2198 4.9587  0.001
C5 -0.9926 37.3474 9.7933  0.004
O2 -1.2155 36.8289 8.6953  0.023
N2 -1.1206 38.6724 10.0601  0.000
N3 -0.5517 36.5566 10.8102  0.000
H12 -1.5044 39.2035 9.3034  0.000
H13 -0.5142 39.0509 10.7623  0.000
H14 -0.5421 35.5773 10.5615  0.000
H15 -0.8298 36.8527 11.7315  0.000
C6 -0.4945 34.9864 3.5875  0.003
O3 -1.0069 35.3891 4.6496  0.021
N4 -0.2353 35.8662 2.5898  0.000
N5 -0.1807 33.6987 3.3972  0.000
H16 0.2760 35.6517 1.7550  0.000
H17 -0.5423 36.8093 2.7176  0.000
H18 0.0051 33.4187 2.4519  0.000
H19 -0.3267 33.0427 4.1445  0.000

The calculation puts the calculated total energy at -7270.4553 a.u. The spin multiplicity is 4. The value obtained for the energy relative to the best compared isomer or geometry (same formula, charge and spin) is 0.0 kcal per mole. The calculation puts the gap between HOMO and LUMO (spin up / spin down) at 7.44 / 7.45 eV. The largest force on an atom comes out at 2.5 eV/Å. The expectation value of S² is 3.7557.

[4]
C6H19BrCuN5O3 | ωB97M-V/def2-TZVPD

Last column: Löwdin spin population.
Cartesian coordinates (Å):
Cu1 -2.1847 3.6465 2.1692  0.000
Br1 -2.5872 1.6332 0.6606  0.011
C1 -2.8991 -1.4132 -2.5517  0.000
O1 -3.2674 -1.9338 -3.6056  0.000
N1 -3.5575 -0.3438 -2.0151  0.000
N2 -1.8338 -1.8638 -1.8211  0.000
H1 -4.2906 0.0100 -2.6039  0.000
H2 -3.2218 0.1661 -1.2183  0.000
H3 -1.7816 -1.4370 -0.9132  0.000
H4 -1.2879 -2.6704 -2.0349  0.000
C2 -0.7041 4.0220 -2.5298  0.000
O2 0.0273 4.2785 -1.5716  0.000
N3 -0.5548 4.6363 -3.7344  0.000
N4 -1.7916 3.2032 -2.4283  0.000
H5 -1.0913 4.3228 -4.5210  0.000
H6 0.2306 5.2299 -3.9190  0.000
H7 -1.9902 2.8024 -1.5296  0.000
H8 -2.2809 2.8641 -3.2327  0.000
C3 0.1796 -0.4470 1.5452  0.044
C4 1.0406 -1.2925 2.5090  0.106
C5 2.2452 -1.9796 1.7660  0.117
O3 3.0214 -2.5975 2.7463  0.007
C6 4.2067 -3.2041 2.2696  0.005
N5 1.5770 -0.3666 3.4532  0.652
H9 -0.6157 0.0037 2.1341  0.002
H10 -0.2001 -1.0045 0.6912  0.003
H11 0.6707 0.4370 1.1244  0.000
H12 0.4236 -2.0356 3.0104  0.002
H13 2.8819 -1.2840 1.2113  0.000
H14 1.7695 -2.7457 1.1437  0.014
H15 3.9762 -3.9489 1.5074  0.000
H16 4.7436 -3.6354 3.1118  0.001
H17 4.9433 -2.4909 1.8763  0.000
H18 1.9429 -0.8043 4.3062  0.021
H19 2.2600 0.2428 2.9945  0.017

Its total charge is +1. The calculation puts the calculated total energy at -4953.7201 a.u. The spin multiplicity is 2. The value obtained for the energy relative to the best compared isomer or geometry (same formula, charge and spin) is 46.6 kcal per mole. The calculation puts the gap between HOMO and LUMO (spin up / spin down) at 7.08 / 3.05 eV. The largest force on an atom comes out at 2.8 eV/Å. The expectation value of S² is 0.7547.

[5]
C6H19ClN2Si2 | ωB97M-V/def2-TZVPD

Last column: natural (NBO) charge in e.
Cartesian coordinates (Å):
C1 -1.7754 -0.2342 -0.5435  -0.640
C2 -0.5896 -2.3478 -0.3213  -0.617
C3 2.1688 0.9202 -2.4385  -0.613
C4 0.8296 2.4893 -1.0140  -0.640
C5 -0.4331 -0.9194 -0.8843  -0.014
C6 0.8651 1.0882 -1.6818  -0.038
N1 0.7421 -0.0837 -0.6914  -0.881
N2 -1.4958 0.5414 3.0876  -1.166
Si1 -1.8939 -0.9802 3.6209  1.072
Si2 1.5313 0.0468 0.8432  1.297
Cl1 0.1079 1.0596 2.5869  0.146
H1 -2.5700 -0.7529 -0.9325  0.215
H2 -2.0046 -0.2427 0.5775  0.235
H3 -1.5518 0.8744 -0.7928  0.207
H4 0.4206 -2.8727 -0.2189  0.209
H5 -1.2657 -2.7680 -0.9359  0.215
H6 -1.0248 -2.3064 0.6954  0.222
H7 2.1197 -0.0802 -3.0462  0.219
H8 2.2877 1.7906 -3.1108  0.216
H9 3.1199 0.8915 -1.8105  0.208
H10 0.1497 2.4649 -0.1365  0.229
H11 0.5981 3.1806 -1.7340  0.224
H12 1.7330 2.7211 -0.3948  0.208
H13 -0.5198 -1.1241 -2.0754  0.177
H14 0.0843 1.0583 -2.4240  0.215
H15 -3.4213 -0.7367 3.7679  -0.147
H16 -1.1245 -1.3018 5.0023  -0.222
H17 -1.3959 -2.0747 2.6807  -0.239
H18 1.6766 -1.3326 1.2829  -0.159
H19 2.6319 1.0312 1.0418  -0.137

The calculation puts the calculated total energy at -1388.5168 a.u. The spin multiplicity is 1. The value obtained for the energy relative to the best compared isomer or geometry (same formula, charge and spin) is 65.5 kcal per mole. The calculation puts the gap between HOMO and LUMO at 7.76 eV. The largest force on an atom comes out at 5.7 eV/Å.

[6]
C6H19CrO2P | ωB97M-V/def2-TZVPD

Last column: Löwdin spin population.
Cartesian coordinates (Å):
Cr1 -0.9683 0.8985 -0.2733  2.929
H1 1.1904 -2.4945 0.5964  0.001
H2 1.3144 -2.4800 -0.1364  0.001
P1 0.1689 0.2956 -2.4361  -0.062
C1 -1.4042 -0.2380 -3.2249  -0.030
H3 -1.3402 -0.2230 -4.3316  -0.008
H4 -1.6344 -1.2604 -2.8739  0.000
H5 -2.1768 0.4715 -2.8726  0.008
C2 0.6119 1.9080 -3.1878  0.014
H6 1.6284 2.2222 -2.8780  0.000
H7 0.5559 1.8846 -4.2925  0.002
H8 -0.1295 2.6315 -2.8047  0.001
C3 1.4349 -0.9079 -3.0280  0.005
H9 1.1252 -1.9124 -2.7005  0.000
H10 1.5500 -0.9410 -4.1273  0.000
H11 2.4272 -0.6810 -2.6014  0.000
C4 -2.0811 -0.6768 -0.2934  0.093
O1 -2.9447 -1.4883 -0.3303  0.087
H12 0.6752 0.3545 -0.7605  -0.083
H13 -1.5737 2.2636 -0.8953  -0.004
C5 1.3088 -0.2356 3.5695  0.000
C6 -0.0716 -0.3934 2.9392  0.003
O2 -0.4359 0.6728 1.9040  0.039
H14 2.1774 -0.4341 2.9303  0.000
H15 1.3586 -0.9876 4.3557  0.000
H16 1.5040 0.6839 4.1216  0.000
H17 -0.1381 -1.3759 2.4573  0.000
H18 -0.8620 -0.3085 3.6967  0.000
H19 -0.3039 1.5502 2.3369  0.002

Its total charge is +1. The calculation puts the calculated total energy at -1775.8761 a.u. The spin multiplicity is 4. The value obtained for the energy relative to the best compared isomer or geometry (same formula, charge and spin) is 50.8 kcal per mole. The calculation puts the gap between HOMO and LUMO (spin up / spin down) at 7.62 / 6.60 eV. The largest force on an atom comes out at 7.1 eV/Å. The expectation value of S² is 3.9640.

[7]
C6H19INO2P2 | ωB97M-V/def2-TZVPD

Last column: natural (NBO) charge in e.
Cartesian coordinates (Å):
N1 3.9819 -1.2012 -0.5954  -1.371
P1 3.8012 -2.7904 -0.6916  0.903
P2 1.8816 -3.5231 -1.7162  0.431
C1 0.9164 -3.0193 -0.0797  -0.888
C2 -0.4733 -2.5908 -0.2405  0.539
O1 -1.4006 -2.9589 0.4162  -0.559
I1 -0.9644 -1.1445 -1.8066  -0.086
H1 3.1989 -0.7739 -1.0756  0.352
H2 3.8156 -3.3573 0.6155  -0.112
H3 4.9403 -3.3703 -1.3118  -0.097
H4 1.7194 -2.1632 -2.2098  -0.138
H5 2.6449 -3.9063 -2.9131  -0.151
H6 2.1056 -4.8758 -1.1768  -0.159
H7 0.6383 -3.9550 -2.3608  -0.154
H8 1.4506 -2.1797 0.3505  0.257
H9 0.9514 -3.8308 0.6253  0.232
C3 -0.6435 1.9746 1.6975  -0.648
C4 -0.6531 3.2361 0.8524  -0.062
O2 -1.5460 3.1937 -0.2451  -0.531
C5 -2.9031 2.9645 0.0662  -0.064
C6 -3.5210 4.0193 0.9705  -0.644
H10 -0.4107 1.1037 1.0860  0.233
H11 0.1065 2.0578 2.4844  0.212
H12 -1.6081 1.7953 2.1756  0.196
H13 0.3313 3.3863 0.4108  0.191
H14 -0.8564 4.1162 1.4760  0.146
H15 -3.0354 1.9639 0.4924  0.168
H16 -3.4194 2.9636 -0.8937  0.184
H17 -3.0487 4.0441 1.9533  0.201
H18 -4.5814 3.8107 1.1178  0.209
H19 -3.4189 5.0106 0.5261  0.205

Its total charge is -1. The calculation puts the calculated total energy at -1425.5248 a.u. The spin multiplicity is 1. The calculation puts the gap between HOMO and LUMO at 6.81 eV. The largest force on an atom comes out at 1.4 eV/Å.

Question: Which of these has the lowest largest force on an atom?
Answer: C6H18O3RbS3

Question: The lowest largest force on an atom belongs to which entry?
Answer: C6H18O3RbS3

Question: Which value of calculated total energy does entry 4 give?
Answer: -4953.7201 a.u.